Record 1
Below is a 2-piece molecular cluster, C7H14 overall, with properties calculated with ωB97M-V with the def2-TZVPD basis set.

The geometry in XYZ format:
```
21
Properties=species:S:1:pos:R:3:forces:R:3
C 1.35800 0.92393 -0.51770 0.011 -0.122 -0.028
C 1.47094 -0.40000 -0.62494 0.008 0.163 -0.009
C 0.30143 -1.27627 -0.99046 -0.061 0.009 -0.004
C 2.77586 -1.11573 -0.39691 0.060 -0.006 0.017
H 2.21174 1.54711 -0.25973 -0.103 -0.118 -0.033
H 0.40805 1.42666 -0.68641 0.149 -0.106 0.010
H 0.48476 -1.79328 -1.94128 0.003 0.069 0.137
H 0.14720 -2.05410 -0.23050 0.034 0.114 -0.110
H -0.62188 -0.69614 -1.08470 0.163 -0.077 0.003
H 2.67245 -1.87352 0.39040 -0.002 0.102 -0.111
H 3.09297 -1.64396 -1.30533 -0.060 0.064 0.122
H 3.57219 -0.42428 -0.10595 -0.128 -0.090 -0.054
C -2.74067 1.32963 -0.18858 0.085 0.010 0.140
C -1.90198 1.36126 0.84398 -0.141 0.012 -0.126
C -1.47498 0.16635 1.64409 -0.013 -0.059 -0.013
H -3.01480 2.23053 -0.73121 0.063 -0.122 0.095
H -3.19207 0.39725 -0.52469 0.083 0.114 0.063
H -1.47445 2.31842 1.14693 -0.076 -0.127 -0.050
H -0.38286 0.06560 1.62560 -0.165 0.019 0.023
H -1.91207 -0.75480 1.24464 0.039 0.142 0.067
H -1.77980 0.26536 2.69275 0.052 0.012 -0.141
```
Forces are in eV/Å.

The largest force on an atom is 0.2 eV/Å. Its relative energy (zero: lowest compared OMol25 entry of this formula, charge and spin) is 32.8 kcal/mol. The value obtained for the highest occupied orbital energy is -0.3401 Ha.

=====

Record 2
Below is C33H47CdNO14P7 as an isolated structure, with properties calculated with ωB97M-V with the def2-TZVPD basis set.

The geometry in XYZ format:
```
103
Properties=species:S:1:pos:R:3:forces:R:3
Cd 0.92771 0.37920 -1.44157 -0.123 -0.451 1.135
C -0.88967 -1.95101 1.25736 0.124 0.052 0.082
N 0.37498 -1.19674 1.55124 -0.176 0.154 -0.356
P -0.18460 0.50630 1.45759 0.458 -0.244 0.542
C -0.97301 0.60348 3.13006 0.066 0.051 0.037
C -0.87198 -0.37825 4.10823 0.006 -0.042 0.045
C -1.39899 -0.16585 5.37913 -0.049 0.061 -0.034
C -2.04176 1.02604 5.68221 0.026 -0.056 -0.074
C -2.15954 2.00802 4.70367 0.010 -0.023 0.000
C -1.62801 1.79621 3.44225 0.040 0.060 -0.007
C 1.18082 1.65331 1.88349 -0.112 -0.012 -0.071
C 1.96253 1.59093 3.03319 0.067 0.002 -0.006
C 2.95177 2.53575 3.25615 0.005 -0.069 -0.013
C 3.15469 3.56296 2.34221 -0.049 -0.025 -0.041
C 2.34027 3.66761 1.22540 -0.039 0.088 0.048
C 1.34893 2.72304 1.00466 0.024 -0.018 0.069
P 1.64050 -1.67489 0.39880 -0.120 -0.353 1.060
C 3.14271 -1.56880 1.44963 -0.002 0.061 -0.038
C 3.10483 -1.44965 2.83342 -0.008 0.006 0.031
C 4.28433 -1.40528 3.56749 -0.004 -0.033 -0.028
C 5.51018 -1.49244 2.92329 -0.049 0.002 -0.051
C 5.55365 -1.64926 1.54240 -0.039 -0.011 0.045
C 4.37631 -1.68901 0.81219 -0.052 0.054 -0.019
C 1.51664 -3.51810 0.48191 -0.073 0.035 -0.242
C 1.49867 -4.19765 -0.73175 -0.024 0.025 0.006
C 1.48277 -5.58975 -0.77178 0.014 0.027 0.026
C 1.49313 -6.31096 0.41065 -0.015 0.063 0.040
C 1.52461 -5.63936 1.63148 -0.018 -0.013 -0.048
C 1.53969 -4.25527 1.66597 -0.007 0.028 0.027
H -1.68212 -1.58731 1.91382 0.059 -0.052 -0.016
H -0.74109 -3.00822 1.46097 -0.001 -0.025 0.049
H -1.22477 -1.82894 0.22341 0.013 0.014 -0.005
H -0.36915 -1.31148 3.88065 0.012 0.051 -0.017
H -1.30262 -0.93686 6.13454 -0.004 0.005 -0.016
H -2.45084 1.18957 6.67178 0.004 -0.002 -0.019
H -2.66342 2.94081 4.92877 0.023 -0.023 -0.025
H -1.70767 2.57210 2.68459 0.028 -0.043 0.098
H 1.80235 0.80091 3.75597 -0.004 0.016 -0.016
H 3.57717 2.45926 4.13788 -0.008 0.010 -0.016
H 3.95589 4.27561 2.49526 -0.031 -0.014 0.002
H 2.49564 4.46431 0.50840 -0.002 -0.051 0.019
H 0.72035 2.80097 0.12230 0.036 0.006 -0.011
H 2.14618 -1.38144 3.33504 0.036 0.013 -0.046
H 4.24436 -1.29872 4.64590 -0.007 0.021 -0.030
H 6.42932 -1.42822 3.49271 -0.005 -0.034 -0.005
H 6.50527 -1.72347 1.03134 -0.016 0.028 -0.002
H 4.41578 -1.79001 -0.26665 0.028 0.084 0.027
H 1.51505 -3.61788 -1.64913 -0.022 -0.032 0.012
H 1.46418 -6.10841 -1.72332 0.022 0.032 0.020
H 1.48136 -7.39393 0.38800 0.004 0.018 0.002
H 1.54491 -6.20223 2.55709 -0.006 0.011 -0.014
H 1.57850 -3.73625 2.61753 -0.003 -0.018 -0.028
O 4.64381 0.18218 -1.95952 -0.048 0.043 0.113
P 3.84275 1.39371 -1.25622 0.213 0.155 -0.388
O 4.78005 2.30379 -0.59752 -0.003 0.113 -0.119
O 2.70651 0.79865 -0.43583 0.762 0.398 -0.076
O 3.11637 2.13673 -2.57173 -0.104 -0.724 0.125
P 2.50233 1.34749 -3.85672 0.744 0.217 -0.270
O 3.82384 0.84019 -4.63729 0.028 -0.053 -0.077
O 1.79198 2.29396 -4.75158 -0.218 0.014 0.225
O 1.88607 0.03163 -3.38843 0.499 0.540 -0.403
H 4.08560 -0.30712 -2.58204 0.039 -0.031 0.041
H 4.17222 1.55692 -5.17837 0.020 -0.001 0.013
C -0.04483 -0.04236 -5.77914 -0.114 0.166 0.025
C -0.90638 0.08658 -4.53541 0.067 -0.018 0.685
O -2.27845 -0.06012 -4.94943 0.172 -0.100 0.008
P -0.64705 -1.35418 -3.35695 -0.831 -0.888 0.181
O -1.91768 -2.28031 -3.66018 -0.157 0.250 -0.077
O 0.50710 -2.36830 -3.82265 0.132 0.375 0.019
O -0.61090 -1.08504 -1.87629 -0.043 -0.183 -0.908
P -1.01064 1.71737 -3.49465 -0.772 0.404 0.329
O -0.88881 2.88453 -4.56658 0.566 -0.336 -0.209
O -2.42537 1.58382 -3.01729 0.156 0.169 -0.634
O 0.02651 1.98315 -2.41504 -0.566 0.208 -0.746
H -0.36555 -0.93448 -6.32009 -0.014 0.009 -0.044
H 1.00963 -0.12514 -5.55411 0.016 -0.043 0.040
H -0.20744 0.83384 -6.40590 -0.016 -0.018 -0.006
H -2.76606 0.52983 -4.31811 -0.047 0.044 0.056
H -2.55139 -1.73705 -4.17400 0.069 -0.022 -0.030
H 0.23374 -3.25800 -3.56080 0.015 -0.022 -0.147
H 0.08141 2.94398 -4.77108 -0.133 0.075 0.026
C -5.06388 0.62079 2.06432 0.132 -0.046 -0.038
C -3.83999 0.14430 1.27774 -0.014 0.028 -0.016
P -3.47025 0.86427 -0.41041 -0.318 -0.176 0.447
C -3.54033 2.65975 0.09735 0.205 0.063 -0.259
C -2.75007 3.62634 -0.79005 -0.032 -0.101 0.013
C -5.19300 0.64272 -1.09600 0.090 0.046 -0.204
C -5.36149 0.88404 -2.59888 0.057 0.000 0.106
H -5.07048 0.17335 3.06224 -0.022 0.031 0.002
H -5.99626 0.33939 1.57145 0.012 0.043 0.000
H -5.05854 1.70614 2.19041 -0.025 -0.039 0.000
H -3.89627 -0.93973 1.12605 0.005 0.004 0.041
H -2.93801 0.32380 1.87659 -0.349 -0.109 -0.199
H -3.12807 2.69236 1.11153 -0.118 0.019 -0.038
H -4.58564 2.97673 0.15099 -0.005 0.012 0.129
H -1.70600 3.31471 -0.87261 -0.061 0.044 0.005
H -2.78503 4.63852 -0.37804 0.021 -0.002 0.010
H -3.14634 3.64964 -1.80521 0.024 0.004 0.047
H -5.87614 1.29303 -0.54431 -0.054 -0.029 0.042
H -5.46965 -0.39178 -0.86694 -0.043 0.017 0.041
H -4.92838 1.83693 -2.90415 -0.020 -0.038 -0.009
H -6.42061 0.87650 -2.87114 0.022 -0.017 -0.008
H -4.86171 0.10118 -3.17381 0.025 0.069 0.007
```
Forces are in eV/Å.

The largest force on an atom is 1.2 eV/Å. Its relative energy (zero: lowest compared OMol25 entry of this formula, charge and spin) is 63.1 kcal/mol. As for the charge: -1. The value obtained for the highest occupied orbital energy is -0.1978 Ha.

=====

Record 3
Below is H20NeO10 as an isolated structure, with properties calculated with ωB97M-V with the def2-TZVPD basis set.

The geometry in XYZ format:
```
31
Properties=species:S:1:pos:R:3:forces:R:3
Ne -19.06365 4.36858 -7.50409 0.005 0.027 -0.006
O -20.75305 3.76635 -3.97881 0.108 0.240 0.572
H -20.98924 4.56909 -4.44365 -0.030 0.181 -0.040
H -20.56745 3.13322 -4.67231 -0.104 -0.591 -0.632
O -18.71171 2.74748 -11.60159 -0.513 -0.125 -0.376
H -18.01067 3.10360 -11.05574 0.252 0.189 0.459
H -18.27950 2.09342 -12.15080 0.011 -0.129 -0.198
O -17.58221 5.23449 -3.71310 -0.078 0.250 0.104
H -16.70869 5.48653 -3.41364 0.220 0.205 0.085
H -17.53438 4.28450 -3.82013 -0.068 -0.322 -0.235
O -20.39275 1.79189 -6.15641 -0.107 0.154 1.049
H -19.50312 1.94701 -6.47380 0.244 -0.305 -0.301
H -20.95024 1.94898 -6.91848 -0.411 0.045 -0.475
O -16.86925 3.02882 -9.50327 0.234 0.150 -0.510
H -16.26452 2.34883 -9.80016 0.231 -0.214 -0.057
H -17.38775 2.60652 -8.81840 -0.404 -0.175 0.736
O -17.08223 2.45366 -4.62793 0.066 0.243 0.152
H -17.64925 2.05114 -3.97014 -0.458 -0.244 0.223
H -16.19715 2.19154 -4.37462 0.402 -0.013 0.032
O -18.51654 7.15969 -5.58006 -0.082 0.476 -0.453
H -18.12430 6.39583 -5.15709 0.178 -0.399 0.415
H -19.45989 7.02983 -5.48286 -0.165 0.028 0.033
O -17.84114 1.63912 -7.06157 0.088 -0.063 -1.180
H -17.53975 2.07789 -6.26603 0.412 0.392 0.679
H -17.33277 0.82881 -7.09599 -0.057 -0.328 -0.005
O -22.08710 1.97409 -8.33431 -0.103 0.120 -0.004
H -21.93375 1.84809 -9.27070 0.213 0.065 -0.291
H -22.86585 1.45031 -8.14605 -0.243 -0.130 0.150
O -15.30044 5.30394 -9.53863 0.397 0.477 0.023
H -14.60594 5.11078 -10.16838 0.194 0.099 -0.133
H -15.88121 4.54426 -9.58134 -0.430 -0.303 0.184
```
Forces are in eV/Å.

The largest force on an atom is 1.2 eV/Å. Its relative energy (zero: lowest compared OMol25 entry of this formula, charge and spin) is 12.0 kcal/mol. The value obtained for the highest occupied orbital energy is -0.3836 Ha.

=====

Record 4
Below is an isolated molecule of C7H12, with properties calculated with ωB97M-V with the def2-TZVPD basis set.

The geometry in XYZ format:
```
19
Properties=species:S:1:pos:R:3:forces:R:3
C -2.13440 -0.73326 -0.04331 -0.034 -0.059 -0.024
C -1.25804 0.52013 0.05301 -0.025 0.016 0.010
C -0.56570 0.81665 -1.25541 0.141 -0.001 -0.006
C 0.75912 0.76813 -1.16346 -0.116 0.018 -0.030
C 1.24494 0.44714 0.23038 0.029 0.049 -0.002
C 2.11539 -0.82326 0.26992 0.055 -0.085 0.001
C -0.07477 0.38198 1.04829 -0.061 0.005 0.065
H -1.51190 -1.62404 -0.18733 -0.069 0.112 -0.003
H -2.73449 -0.87861 0.86308 0.130 0.033 -0.128
H -2.81978 -0.66425 -0.89626 0.056 -0.014 0.145
H -1.90518 1.36047 0.34101 0.113 -0.092 -0.061
H -1.12219 1.01106 -2.16997 0.097 -0.040 0.122
H 1.44691 0.90479 -1.99400 -0.084 0.021 0.087
H 1.85548 1.27797 0.60583 -0.068 -0.088 -0.036
H 1.89629 -1.48837 -0.57054 -0.087 0.036 0.089
H 1.95397 -1.39315 1.18961 0.034 0.113 -0.041
H 3.18101 -0.58245 0.21881 -0.099 -0.005 -0.036
H -0.09500 1.19602 1.77866 -0.022 -0.113 -0.066
H -0.14720 -0.55311 1.61452 0.012 0.094 -0.085
```
Forces are in eV/Å.

The largest force on an atom is 0.2 eV/Å. Its relative energy (zero: lowest compared OMol25 entry of this formula, charge and spin) is 5.3 kcal/mol. The value obtained for the highest occupied orbital energy is -0.3350 Ha.

=====

Number 3 is which compound?
H20NeO10

=====

Which of these has the highest highest occupied orbital energy?
C33H47CdNO14P7

=====

What is the relative energy (zero: lowest compared OMol25 entry of this formula, charge and spin) in the second record?
63.1 kcal/mol

=====

Among the records above, which one has the highest relative energy (zero: lowest compared OMol25 entry of this formula, charge and spin)?
C33H47CdNO14P7